The following is a quantum chemistry calculation of a molecular structure, C42H74Cl5F2N3Na2O9P2S in a non-equilibrium geometry, from the Open Molecules 2025 dataset.

Calculated values
* energy above the lowest of the compared OMol25 structures with the same formula, charge and spin: 363.2 kcal per mole
* molecular weight: 1120.322 g mol⁻¹
* F_max: 9.35 eV Å⁻¹
* E_LUMO: -2.440 eV
* energy: -173915.8503 eV
* frontier orbital gap: 1.18 eV

Geometry as ORCA input:
```
! wB97M-V def2-TZVPD RIJCOSX def2/J DEFGRID3
* xyz 0 1
C 11.4685 0.9720 0.1469
C 9.9171 1.1629 -0.3808
C 9.2579 -0.2876 -0.8891
C 9.2129 -1.2571 0.4336
C 7.9800 -2.3450 0.4490
C 6.4958 -1.6716 0.1240
C 5.4073 -2.5343 1.0384
C 3.9370 -2.4308 0.2534
C 2.8671 -3.3998 1.0356
C 2.2167 -2.7436 2.3983
C 1.4128 -1.3324 2.1576
C -0.1451 -1.3347 2.6987
P -1.4022 -0.6529 1.3747
C -3.2482 -0.8518 1.8104
C -4.2557 0.2306 1.0973
C -5.1992 -0.3812 -0.0957
C -5.0577 -1.8522 -0.8041
C -6.0555 -2.3338 -2.0443
C -7.2280 -1.3463 -2.6314
C -7.4279 0.1336 -1.9217
C -6.4240 0.5933 -0.6854
C -0.7855 0.3235 -0.1536
C -1.8773 0.3783 -1.4032
C -1.0786 -0.0188 -2.8181
F -2.4928 1.7108 -1.6053
P -1.4203 1.2132 2.5851
S 0.4025 1.9484 2.8325
C -1.2673 -2.3508 0.5168
O -1.7548 -3.5216 0.9868
O -0.5194 -2.4684 -0.7794
H 11.7950 -0.1656 0.1443
H 12.1454 1.6188 -0.5773
H 11.5599 1.4454 1.2338
H 9.2571 1.5023 0.5257
H 9.8666 1.9372 -1.2650
H 9.8959 -0.7322 -1.7680
H 8.2067 -0.0112 -1.3274
H 9.1451 -0.5991 1.4193
H 10.2325 -1.8559 0.5181
H 7.8909 -2.8019 1.5442
H 8.1230 -3.2006 -0.3424
H 6.2619 -1.7775 -1.0306
H 6.5092 -0.5466 0.4801
H 5.7100 -3.6610 1.1730
H 5.2849 -1.9598 2.0511
H 4.0342 -2.8362 -0.8587
H 3.6489 -1.2947 0.2761
H 3.4768 -4.3694 1.3628
H 2.0211 -3.7500 0.2774
H 1.5573 -3.5845 2.8974
H 3.1289 -2.5630 3.1423
H 1.4837 -1.0323 1.0208
H 1.9786 -0.5156 2.8194
H -0.2723 -0.7438 3.7246
H -0.4290 -2.4624 2.9692
H -3.3380 -0.6574 2.9850
H -3.7012 -1.9150 1.6313
H -4.9731 0.6933 1.9268
H -3.6363 1.1203 0.6560
H -4.2267 -2.6150 -0.4380
H -5.8583 -3.3927 -2.5065
H -7.8797 -1.7202 -3.5296
H -8.2565 0.8807 -2.3134
H -6.5930 1.6543 -0.2137
H -0.6623 1.4595 0.1919
H 0.3011 -0.0018 -0.5066
H -2.6641 -0.4922 -1.2513
H -1.6336 -0.9070 -3.3902
H 0.0154 -0.4033 -2.6299
H -1.0540 0.9642 -3.4523
H -1.8472 0.8377 3.9402
H -2.3016 2.2161 2.0443
C 0.8435 -6.6152 4.4233
Cl 0.6074 -6.7528 6.1839
Cl 2.4540 -5.9289 4.0918
Cl 0.7215 -8.2296 3.6797
Cl -0.4088 -5.5493 3.7377
Na -8.7565 0.2537 0.2350
C -0.3367 2.5456 6.8505
C -1.8261 2.7120 6.5966
N -3.0616 2.8501 6.3858
H -0.1091 2.7731 7.8956
H -0.0346 1.5168 6.6361
H 0.2293 3.2245 6.2068
C -0.7867 1.9714 -7.6516
N 0.1282 3.1862 -7.4739
C 0.7508 3.5113 -8.8301
C 1.2349 2.8471 -6.4928
C -0.6788 4.4299 -7.0135
C -1.3501 4.2938 -5.6353
O -2.2814 3.2213 -5.6216
H -0.2421 1.2122 -8.2228
H -1.0318 1.5573 -6.6722
H -1.6798 2.2830 -8.1987
H 1.3270 2.6442 -9.1658
H 1.4072 4.3785 -8.7111
H -0.0545 3.7314 -9.5373
H 0.7907 2.5496 -5.5390
H 1.8684 3.7282 -6.3655
H 1.8150 2.0139 -6.9023
H -1.4382 4.6050 -7.7852
H 0.0200 5.2749 -7.0029
H -1.8965 5.2169 -5.4103
H -0.6139 4.1375 -4.8421
H -2.6740 3.1837 -4.7265
C 2.8662 2.4151 9.8799
O 2.0730 2.9222 8.8226
H 2.6106 1.3657 10.0441
H 3.9231 2.4929 9.6133
H 2.6665 2.9835 10.7915
H 2.3218 3.8541 8.7000
Cl 2.7435 -2.0791 4.9959
C -3.5112 -3.4058 8.1247
C -2.7417 -4.0950 7.2799
C -3.3351 -4.9434 6.2095
O -2.6023 -5.5502 5.4363
C -4.8019 -5.0227 6.1267
C -5.5711 -4.3361 6.9737
C -4.9776 -3.4664 8.0261
O -5.7106 -2.8331 8.7783
O -6.9503 -4.4082 6.9033
O -1.3626 -4.0451 7.3681
H -3.0931 -2.7835 8.9059
H -5.2200 -5.6569 5.3556
H -7.2790 -3.8225 7.6198
H -1.0340 -4.6260 6.6478
Na 6.0435 -0.5139 2.1921
F 1.5435 0.9412 7.5590
C -5.1239 4.8527 -10.4065
C -4.1187 4.3388 -9.4142
O -2.9751 4.0318 -9.7439
N -4.5034 4.2154 -8.1117
C -5.7862 4.5182 -7.5235
H -4.6665 4.8938 -11.3994
H -5.9849 4.1806 -10.4511
H -5.4412 5.8620 -10.1310
H -3.7690 3.8631 -7.5086
H -5.6330 5.2718 -6.7470
H -6.1721 3.6046 -7.0643
H -6.5035 4.8897 -8.2563
*
```